{
  "formula": "H11O5",
  "method": "ωB97M-V/def2-TZVPD",
  "elements": ["O", "H", "H", "O", "H", "H", "O", "H", "H", "O", "H", "H", "O", "H", "H", "H"],
  "xyz": [[1.06, -2.56, 0.51], [0.78, -3.23, 1.19], [1.32, -2.99, -0.26], [-2.39, 0.01, 1.00], [-2.38, 0.95, 0.67], [-3.39, -0.13, 1.27], [2.15, 0.51, -1.31], [2.85, 0.63, -1.92], [1.64, 1.32, -1.38], [-0.46, 2.22, -1.22], [-0.95, 2.81, -0.64], [-0.86, 2.50, -2.02], [0.16, -0.42, 1.11], [0.43, -1.37, 0.92], [-0.79, -0.40, 1.38], [0.82, 0.15, 0.71]],
  "multiplicity": 1,
  "mol_weight_g_mol": 91.08,
  "homo_energy_ev": -14.973,
  "lumo_ev": -3.2,
  "charge": 1,
  "homo_lumo_gap_ev": 11.73,
  "energy_ha": -382.5191
}

{
  "formula": "C2H5B",
  "method": "ωB97M-V/def2-TZVPD",
  "elements": ["B", "C", "C", "H", "H", "H", "H", "H"],
  "xyz": [[0.09, -0.19, 0.30], [1.37, 0.03, -0.50], [-1.41, 0.21, 0.18], [0.25, -0.78, 1.38], [-2.20, -0.24, 0.79], [2.35, -0.32, -0.12], [1.52, 0.39, -1.51], [-1.97, 0.91, -0.54]],
  "multiplicity": 1,
  "mol_weight_g_mol": 39.87,
  "homo_energy_ev": [-9.748, -9.559],
  "lumo_ev": [-1.1, -1.2],
  "charge": 0,
  "homo_lumo_gap_ev": [8.68, 8.34],
  "energy_ha": -103.9194
}

{
  "formula": "CH3NO4S",
  "method": "ωB97M-V/def2-TZVPD",
  "elements": ["C", "N", "O", "O", "O", "O", "S", "H", "H", "H"],
  "xyz": [[-0.56, -0.09, 0.06], [1.57, 0.49, 0.38], [2.00, 1.53, -0.24], [0.24, -2.59, -0.78], [-1.45, -2.37, 1.02], [-2.00, -1.69, -1.19], [-0.87, -1.80, -0.22], [-1.40, 0.29, 0.63], [-0.42, 0.32, -1.02], [1.63, -0.48, -0.08]],
  "multiplicity": 1,
  "mol_weight_g_mol": 125.11,
  "homo_energy_ev": [1.466, 1.417],
  "lumo_ev": [6.8, 6.8],
  "charge": -2,
  "homo_lumo_gap_ev": [5.37, 5.41],
  "energy_ha": -793.6248
}

{
  "formula": "C5H14N2",
  "method": "ωB97M-V/def2-TZVPD",
  "elements": ["C", "N", "C", "C", "C", "C", "N", "H", "H", "H", "H", "H", "H", "H", "H", "H", "H", "H", "H", "H", "H"],
  "xyz": [[-1.83, -1.99, -0.23], [-0.60, -1.43, 0.44], [-0.06, -0.31, -0.41], [0.14, -0.42, -1.94], [1.35, 0.13, 0.23], [1.23, 1.65, 0.48], [-0.01, 2.05, 1.44], [-2.23, -1.06, -0.86], [-2.66, -1.81, 0.57], [-1.79, -3.03, -0.70], [-0.73, -0.95, 1.37], [-0.81, 0.50, -0.14], [-0.80, -0.20, -2.64], [0.81, 0.48, -2.03], [0.46, -1.46, -2.36], [2.21, -0.04, -0.44], [1.68, -0.31, 1.21], [0.92, 1.95, -0.53], [2.11, 2.22, 0.94], [0.26, 1.99, 2.39], [-0.19, 3.11, 1.20]],
  "multiplicity": 1,
  "mol_weight_g_mol": 102.18,
  "homo_energy_ev": -8.363,
  "lumo_ev": 1.0,
  "charge": 0,
  "homo_lumo_gap_ev": 9.41,
  "energy_ha": -308.2997,
  "smiles": "CN[C@H](C)CCN"
}

{
  "formula": "C57H44N4O3P2S3SbV",
  "method": "ωB97M-V/def2-TZVPD",
  "elements": ["V", "O", "C", "N", "C", "C", "C", "C", "C", "C", "N", "C", "O", "C", "C", "C", "C", "C", "N", "C", "C", "C", "C", "C", "N", "H", "H", "H", "H", "H", "H", "H", "H", "H", "H", "H", "H", "C", "C", "C", "C", "C", "C", "C", "C", "P", "C", "C", "C", "C", "C", "C", "C", "C", "C", "C", "C", "C", "C", "O", "C", "C", "C", "C", "C", "C", "P", "C", "C", "C", "C", "C", "C", "C", "C", "C", "C", "C", "C", "H", "H", "H", "H", "H", "H", "H", "H", "H", "H", "H", "H", "H", "H", "H", "H", "H", "H", "H", "H", "H", "H", "H", "H", "H", "H", "H", "H", "H", "H", "H", "H", "S", "Sb", "S", "S"],
  "xyz": [[-2.91, -1.12, 0.10], [-1.73, -4.62, 1.39], [-1.46, -3.69, 0.63], [-2.39, -3.01, -0.11], [-3.44, -3.73, -0.69], [-3.71, -5.09, -0.55], [-4.71, -5.69, -1.31], [-5.44, -4.95, -2.22], [-5.20, -3.58, -2.37], [-4.23, -2.96, -1.59], [-3.96, -1.60, -1.51], [-4.51, -0.65, -2.26], [-5.04, -0.73, -3.37], [-4.45, 0.64, -1.50], [-5.25, 1.71, -1.87], [-5.39, 2.78, -1.00], [-4.70, 2.73, 0.20], [-3.88, 1.66, 0.48], [-3.75, 0.61, -0.35], [0.01, -3.44, 0.38], [0.86, -4.51, 0.70], [2.20, -4.44, 0.38], [2.66, -3.31, -0.29], [1.74, -2.33, -0.61], [0.45, -2.38, -0.27], [-3.14, -5.68, 0.16], [-4.91, -6.75, -1.18], [-6.21, -5.42, -2.82], [-5.76, -2.99, -3.07], [-5.77, 1.64, -2.81], [-6.03, 3.62, -1.24], [-4.80, 3.51, 0.95], [-3.34, 1.62, 1.41], [0.44, -5.36, 1.20], [2.88, -5.25, 0.62], [3.70, -3.20, -0.58], [2.04, -1.47, -1.20], [4.83, 3.81, -1.35], [4.62, 2.28, -1.26], [5.85, 1.55, -1.83], [3.39, 1.91, -2.06], [3.41, 2.12, -3.43], [2.33, 1.82, -4.21], [1.18, 1.32, -3.62], [1.08, 1.10, -2.25], [-0.59, 0.49, -1.55], [-1.17, 2.24, -1.36], [-0.72, 2.80, -0.16], [-1.00, 4.12, 0.16], [-1.76, 4.89, -0.71], [-2.25, 4.33, -1.87], [-1.97, 3.01, -2.20], [-1.29, -0.24, -3.11], [-1.77, 0.38, -4.26], [-2.33, -0.36, -5.29], [-2.42, -1.74, -5.21], [-1.92, -2.38, -4.09], [-1.37, -1.64, -3.05], [2.23, 1.39, -1.47], [2.17, 1.14, -0.12], [3.29, 1.32, 0.67], [3.17, 0.92, 2.02], [4.22, 1.18, 2.88], [5.38, 1.78, 2.43], [5.50, 2.12, 1.10], [4.46, 1.90, 0.19], [1.53, 0.18, 2.48], [2.12, -1.38, 3.27], [1.16, -2.13, 3.97], [1.50, -3.32, 4.59], [2.80, -3.80, 4.51], [3.75, -3.09, 3.79], [3.41, -1.90, 3.17], [1.26, 1.23, 3.98], [0.88, 2.55, 3.72], [0.57, 3.42, 4.76], [0.63, 2.98, 6.07], [1.02, 1.68, 6.34], [1.33, 0.81, 5.30], [4.99, 4.11, -2.39], [5.69, 4.12, -0.76], [3.95, 4.32, -0.98], [6.05, 1.86, -2.86], [5.68, 0.47, -1.82], [6.74, 1.76, -1.24], [4.30, 2.53, -3.90], [2.36, 1.97, -5.28], [0.35, 1.07, -4.25], [-0.16, 2.18, 0.53], [-0.65, 4.54, 1.09], [-1.99, 5.92, -0.46], [-2.89, 4.91, -2.53], [-2.40, 2.58, -3.09], [-1.73, 1.46, -4.39], [-2.72, 0.16, -6.16], [-2.88, -2.30, -6.00], [-1.98, -3.46, -4.00], [-1.01, -2.14, -2.17], [4.13, 0.90, 3.93], [6.20, 1.99, 3.11], [6.41, 2.59, 0.75], [0.14, -1.76, 4.03], [0.74, -3.88, 5.12], [3.07, -4.74, 4.99], [4.76, -3.47, 3.71], [4.16, -1.36, 2.60], [0.82, 2.89, 2.69], [0.26, 4.43, 4.53], [0.37, 3.65, 6.88], [1.07, 1.33, 7.36], [1.63, -0.20, 5.54], [-4.54, 1.12, 4.00], [-3.69, -0.94, 3.44], [-4.82, -1.56, 1.37], [-1.80, -0.44, 1.88]],
  "multiplicity": 3,
  "mol_weight_g_mol": 1163.86,
  "homo_energy_ev": [-0.901, -1.168],
  "lumo_ev": [3.4, 3.4],
  "charge": -2,
  "homo_lumo_gap_ev": [4.31, 4.58],
  "energy_ha": -5705.0174
}

{
  "formula": "C5H4F2NO2",
  "method": "ωB97M-V/def2-TZVPD",
  "elements": ["C", "C", "C", "C", "C", "N", "O", "O", "F", "F", "H", "H", "H", "H"],
  "xyz": [[0.19, -1.53, -0.15], [-1.08, -0.99, -0.27], [1.36, -0.83, 0.22], [0.13, 1.27, -0.15], [-1.17, 0.51, 0.12], [1.22, 0.55, 0.44], [-2.12, -1.56, -0.64], [2.48, -1.32, 0.37], [-1.51, 0.65, 1.45], [-2.18, 1.16, -0.54], [0.30, -2.59, -0.35], [0.22, 1.37, -1.25], [0.06, 2.27, 0.29], [2.11, 1.04, 0.46]],
  "multiplicity": 3,
  "mol_weight_g_mol": 148.09,
  "homo_energy_ev": [-0.162, -4.820],
  "lumo_ev": [4.0, 2.6],
  "charge": -1,
  "homo_lumo_gap_ev": [4.12, 7.40],
  "energy_ha": -597.8578
}

{
  "formula": "C6H12NO2S",
  "method": "ωB97M-V/def2-TZVPD",
  "elements": ["C", "C", "C", "C", "C", "C", "N", "O", "O", "S", "H", "H", "H", "H", "H", "H", "H", "H", "H", "H", "H", "H"],
  "xyz": [[-2.19, 0.36, 0.03], [2.43, 0.67, -0.14], [2.90, -0.31, 0.97], [1.13, -1.16, -0.53], [0.53, 0.90, -1.52], [-2.24, -1.95, 0.34], [1.30, 0.08, -0.78], [-3.27, 0.31, 0.88], [-1.63, -0.80, -0.20], [2.23, -1.91, 0.58], [2.19, 1.65, 0.18], [3.27, 0.58, -0.90], [4.04, -0.47, 1.19], [2.49, 0.10, 1.94], [0.40, -1.71, -1.11], [-0.45, 0.48, -1.62], [0.43, 1.74, -0.78], [1.13, 1.32, -2.36], [-1.48, -2.71, 0.49], [-2.96, -2.30, -0.42], [-2.77, -1.75, 1.22], [-3.72, 1.19, 0.77]],
  "multiplicity": 1,
  "mol_weight_g_mol": 162.23,
  "homo_energy_ev": -12.582,
  "lumo_ev": -3.9,
  "charge": 1,
  "homo_lumo_gap_ev": 8.65,
  "energy_ha": -838.8810
}

{
  "formula": "C46H120N16O12",
  "method": "ωB97M-V/def2-TZVPD",
  "elements": ["C", "C", "C", "C", "C", "C", "C", "C", "C", "N", "O", "H", "H", "H", "H", "H", "H", "H", "H", "H", "H", "H", "H", "H", "H", "H", "H", "H", "H", "H", "C", "C", "C", "C", "C", "C", "C", "C", "C", "N", "O", "H", "H", "H", "H", "H", "H", "H", "H", "H", "H", "H", "H", "H", "H", "H", "H", "H", "H", "H", "C", "O", "C", "C", "C", "N", "H", "H", "H", "H", "H", "H", "H", "H", "H", "H", "H", "C", "O", "C", "C", "C", "N", "H", "H", "H", "H", "H", "H", "H", "H", "H", "H", "H", "C", "O", "C", "C", "C", "N", "H", "H", "H", "H", "H", "H", "H", "H", "H", "H", "H", "C", "O", "C", "C", "C", "N", "H", "H", "H", "H", "H", "H", "H", "H", "H", "H", "H", "C", "O", "C", "C", "C", "N", "H", "H", "H", "H", "H", "H", "H", "H", "H", "H", "H", "C", "O", "C", "C", "C", "N", "H", "H", "H", "H", "H", "H", "H", "H", "H", "H", "H", "N", "C", "N", "O", "H", "H", "H", "H", "N", "C", "N", "O", "H", "H", "H", "H", "N", "C", "N", "O", "H", "H", "H", "H", "N", "C", "N", "O", "H", "H", "H", "H"],
  "xyz": [[19.00, 6.60, -19.16], [19.35, 7.90, -18.44], [20.81, 7.83, -17.95], [19.25, 9.08, -19.40], [17.81, 9.51, -19.68], [17.17, 9.93, -18.37], [17.19, 8.82, -17.31], [16.90, 9.44, -15.95], [16.06, 7.84, -17.67], [18.50, 8.17, -17.27], [18.49, 7.14, -16.30], [19.69, 6.44, -19.99], [18.89, 5.74, -18.50], [18.05, 6.65, -19.70], [21.06, 8.42, -17.07], [21.03, 6.78, -17.71], [21.49, 8.13, -18.75], [19.83, 9.93, -19.01], [19.75, 8.83, -20.34], [17.82, 10.35, -20.37], [17.33, 8.68, -20.20], [16.17, 10.30, -18.56], [17.80, 10.75, -18.00], [15.98, 10.02, -16.02], [17.72, 10.05, -15.57], [16.70, 8.63, -15.25], [16.15, 6.86, -17.17], [16.03, 7.54, -18.72], [15.10, 8.24, -17.33], [18.29, 6.34, -16.82], [23.45, 4.45, -11.25], [24.54, 3.60, -10.57], [25.74, 3.51, -11.51], [24.98, 4.31, -9.29], [24.01, 4.12, -8.14], [23.69, 2.65, -7.89], [23.24, 1.85, -9.13], [23.53, 0.39, -8.83], [21.75, 2.11, -9.40], [24.10, 2.25, -10.25], [23.71, 1.61, -11.45], [23.70, 5.51, -11.20], [23.24, 4.13, -12.27], [22.52, 4.33, -10.68], [26.21, 4.49, -11.60], [26.49, 2.80, -11.15], [25.43, 3.27, -12.52], [26.00, 3.98, -9.05], [25.07, 5.39, -9.47], [24.45, 4.59, -7.26], [23.06, 4.62, -8.36], [22.81, 2.71, -7.24], [24.49, 2.17, -7.33], [22.99, 0.02, -7.96], [24.59, 0.24, -8.63], [23.18, -0.24, -9.66], [21.60, 2.15, -10.49], [21.40, 3.11, -9.14], [21.08, 1.34, -9.03], [24.28, 0.84, -11.52], [17.11, 2.70, -8.38], [17.86, 3.82, -7.95], [17.05, 4.95, -7.62], [16.78, 5.03, -6.14], [15.85, 6.19, -5.82], [18.02, 5.22, -5.36], [17.76, 1.91, -8.74], [16.53, 2.99, -9.27], [16.42, 2.36, -7.59], [17.62, 5.80, -8.03], [16.14, 4.93, -8.25], [16.30, 4.11, -5.79], [14.89, 6.17, -6.34], [16.33, 7.15, -5.99], [15.62, 6.16, -4.75], [18.44, 6.08, -5.71], [18.69, 4.54, -5.73], [19.69, 5.02, -11.26], [18.65, 5.27, -12.19], [17.43, 4.77, -11.70], [16.46, 4.70, -12.86], [16.52, 5.94, -13.77], [15.03, 4.62, -12.40], [19.94, 3.95, -11.28], [19.35, 5.21, -10.23], [20.58, 5.59, -11.53], [17.57, 3.78, -11.24], [17.00, 5.43, -10.93], [16.55, 3.79, -13.45], [15.72, 5.96, -14.50], [17.49, 5.91, -14.26], [16.49, 6.84, -13.15], [14.49, 4.36, -13.22], [14.87, 3.80, -11.81], [20.35, 4.54, -14.84], [21.34, 5.06, -15.69], [22.42, 4.18, -15.94], [22.06, 3.09, -16.95], [23.29, 2.28, -17.38], [21.34, 3.60, -18.14], [20.77, 4.10, -13.92], [19.72, 3.78, -15.31], [19.77, 5.42, -14.58], [23.21, 4.79, -16.37], [22.77, 3.71, -15.01], [21.40, 2.36, -16.47], [23.59, 1.62, -16.56], [24.16, 2.90, -17.63], [23.03, 1.70, -18.27], [20.36, 3.36, -18.10], [21.40, 4.61, -18.11], [13.68, 4.91, -18.39], [13.15, 5.06, -17.09], [11.75, 5.28, -17.03], [11.15, 4.76, -15.74], [11.77, 5.44, -14.51], [11.41, 3.31, -15.59], [14.59, 4.32, -18.32], [13.86, 5.89, -18.84], [12.98, 4.37, -19.05], [11.55, 6.35, -17.21], [11.30, 4.80, -17.92], [10.07, 4.86, -15.65], [11.75, 6.53, -14.56], [12.78, 5.06, -14.33], [11.17, 5.21, -13.63], [11.59, 2.80, -16.44], [12.24, 3.20, -15.02], [19.11, 1.59, -13.36], [19.32, 0.57, -12.43], [18.15, -0.05, -12.01], [18.47, -1.29, -11.19], [19.54, -2.17, -11.82], [17.20, -1.98, -10.87], [18.15, 2.10, -13.22], [19.21, 1.40, -14.44], [19.89, 2.34, -13.20], [17.42, 0.60, -11.50], [17.55, -0.38, -12.88], [18.83, -0.95, -10.21], [19.20, -2.62, -12.76], [19.76, -2.97, -11.11], [20.46, -1.60, -11.95], [16.99, -2.73, -11.52], [17.39, -2.46, -9.99], [13.86, 8.39, -13.42], [13.13, 9.28, -12.60], [11.91, 9.69, -13.18], [11.22, 10.70, -12.28], [11.83, 12.09, -12.27], [11.19, 10.19, -10.88], [13.58, 7.37, -13.10], [14.91, 8.50, -13.18], [13.74, 8.50, -14.50], [12.14, 10.14, -14.15], [11.23, 8.84, -13.34], [10.18, 10.73, -12.64], [12.63, 12.17, -11.53], [11.07, 12.85, -12.07], [12.23, 12.37, -13.25], [10.51, 10.75, -10.38], [10.85, 9.24, -10.87], [14.55, 7.25, -11.11], [14.27, 7.24, -9.79], [14.28, 8.45, -9.17], [14.21, 6.17, -9.15], [14.81, 8.09, -11.59], [14.63, 6.34, -11.56], [14.51, 9.29, -9.67], [14.16, 8.50, -8.17], [13.52, 3.04, -9.59], [12.29, 3.09, -10.21], [12.01, 4.37, -10.64], [11.52, 2.16, -10.28], [13.99, 3.91, -9.40], [13.70, 2.17, -9.12], [12.62, 5.09, -10.28], [11.10, 4.53, -11.01], [15.03, 3.39, -15.45], [16.25, 3.00, -15.98], [16.46, 1.64, -15.82], [17.06, 3.77, -16.46], [14.35, 2.68, -15.24], [14.71, 4.29, -15.78], [15.64, 1.10, -15.62], [17.24, 1.19, -16.26], [17.76, 8.60, -11.10], [17.11, 9.74, -11.49], [17.90, 10.82, -11.79], [15.90, 9.77, -11.67], [17.20, 7.77, -11.04], [18.73, 8.64, -10.83], [18.86, 10.91, -11.51], [17.45, 11.57, -12.28]],
  "multiplicity": 1,
  "mol_weight_g_mol": 1089.57,
  "homo_energy_ev": -7.991,
  "lumo_ev": 0.3,
  "charge": 0,
  "homo_lumo_gap_ev": 8.27,
  "energy_ha": -3603.5922,
  "smiles": "CC1(C)CCCC(C)(C)N1O.CC1(C)CCCC(C)(C)N1O.COC[C@H](C)N.COC[C@H](C)N.COC[C@H](C)N.COC[C@H](C)N.COC[C@H](C)N.COC[C@H](C)N.NC(N)=O.NC(N)=O.NC(N)=O.NC(N)=O"
}

{
  "formula": "C12H11N3O",
  "method": "ωB97M-V/def2-TZVPD",
  "elements": ["C", "C", "C", "C", "N", "C", "C", "C", "C", "N", "O", "C", "C", "N", "C", "C", "H", "H", "H", "H", "H", "H", "H", "H", "H", "H", "H"],
  "xyz": [[-2.93, 3.71, -0.61], [-2.25, 2.34, -0.52], [-2.86, 1.21, -1.30], [-2.24, -0.03, -1.33], [-1.03, -0.22, -0.66], [-0.25, -1.35, -0.68], [0.77, -1.09, 0.22], [1.79, -2.11, 0.51], [1.62, -3.52, 0.32], [2.69, -4.18, 0.64], [3.60, -3.22, 1.15], [3.08, -1.97, 1.05], [3.67, -0.67, 1.49], [0.60, 0.22, 0.74], [-0.49, 0.70, 0.21], [-1.12, 2.06, 0.26], [-3.96, 3.51, -0.28], [-2.97, 4.02, -1.69], [-2.47, 4.45, 0.04], [-3.77, 1.34, -1.85], [-2.66, -0.78, -2.01], [-0.40, -2.26, -1.25], [0.74, -4.00, -0.07], [3.37, 0.14, 0.82], [4.78, -0.74, 1.43], [3.35, -0.41, 2.49], [-0.66, 2.83, 0.88]],
  "multiplicity": 1,
  "mol_weight_g_mol": 213.24,
  "homo_energy_ev": -8.106,
  "lumo_ev": 0.6,
  "charge": 0,
  "homo_lumo_gap_ev": 8.70,
  "energy_ha": -703.3233,
  "smiles": "Cc1ccn2cc(-c3cnoc3C)nc2c1"
}